(1)
Density functional theory data (ωB97M-V/def2-TZVPD) for an isolated molecule of C6H10O.

The geometry in XYZ format:
```
17
Properties=species:S:1:pos:R:3:forces:R:3
C 2.2306 0.2737 0.6011 0.3 0.1 -0.2
O 1.0323 -0.3644 0.9932 -0.1 0.0 0.1
C 0.3584 -0.9923 -0.0520 -0.1 -0.1 -0.1
C -1.1237 -1.0543 -0.0337 -0.1 -0.3 0.1
C -1.7092 0.2240 0.5646 -0.1 0.1 0.1
C -0.9496 1.0612 -0.5003 0.0 0.2 0.0
C -0.3850 -0.2266 -1.0998 0.1 0.1 -0.3
H 3.0619 -0.0905 1.2119 -0.1 0.0 0.0
H 2.1566 1.3602 0.7301 -0.1 -0.1 0.0
H 2.4693 0.0775 -0.4496 -0.1 0.0 0.1
H 0.8494 -1.8967 -0.4216 -0.1 0.1 0.1
H -1.6522 -1.9976 -0.1380 0.1 0.2 0.0
H -2.7937 0.2836 0.4376 0.2 0.0 0.0
H -1.4591 0.4175 1.6116 0.0 0.0 -0.1
H -1.6236 1.5939 -1.1760 0.1 -0.1 0.1
H -0.2025 1.7660 -0.1199 -0.1 -0.1 -0.1
H -0.2602 -0.4351 -2.1591 0.0 0.1 0.2
```
Forces are in eV/Å.

Calculated values
Total charge   0
Kohn-Sham gap   10.4 eV
DFT total energy   -8429.367 eV
SMILES   CO[C@@H]1[C@@H]2CC[C@@H]21
Molecular weight   98.14 g mol⁻¹
Relative energy (zero: lowest compared OMol25 entry of this formula, charge and spin)   43.2 kcal per mole

---

(2)
Density functional theory data (ωB97M-V/def2-TZVPD) for an isolated molecule of C18H19NO3.

The geometry in XYZ format:
```
41
Properties=species:S:1:pos:R:3:forces:R:3
C -2.6291 -1.6116 1.1314 -0.2 0.0 -0.1
C -4.0572 -1.0897 1.0222 0.2 0.4 0.0
C -4.1593 0.4386 1.0738 -0.3 -0.5 0.3
O -3.6333 1.0507 -0.0874 0.1 0.1 -0.2
C -2.3231 1.3995 -0.1766 0.3 0.2 -0.3
C -1.8828 1.7190 -1.4636 -0.2 -0.1 0.2
C -0.5741 2.0871 -1.6900 0.1 0.0 0.2
C 0.3328 2.1624 -0.6402 0.0 0.0 0.0
C -0.1136 1.8769 0.6417 0.0 0.1 -0.2
C -1.4208 1.4960 0.8791 -0.3 -0.1 0.1
H -1.7171 1.2752 1.8919 -0.1 0.0 0.1
H 0.5734 1.9461 1.4729 0.1 0.0 0.1
C 1.7801 2.4994 -0.8830 0.0 0.2 0.0
N 2.6480 1.5557 -0.2198 0.2 -0.1 0.2
C 3.6468 1.9191 0.6551 -0.3 0.8 -0.3
O 3.9655 3.0372 0.9509 0.2 0.0 0.2
O 4.2284 0.7895 1.1425 0.3 -0.1 0.3
C 3.5814 -0.2829 0.5904 -0.7 -0.4 -0.6
C 3.7960 -1.6279 0.7920 0.1 0.5 0.1
C 2.9654 -2.5037 0.1085 -0.2 0.0 -0.1
C 1.9568 -2.0611 -0.7462 0.1 -0.1 0.1
C 1.7562 -0.6999 -0.9469 0.1 0.2 0.1
C 2.5781 0.1791 -0.2687 0.4 -0.6 0.3
H 0.9780 -0.3417 -1.6015 -0.1 0.0 -0.1
C 1.0961 -3.0604 -1.4592 0.1 0.0 0.0
H 0.2166 -2.5831 -1.8828 -0.1 0.0 0.0
H 0.7771 -3.8467 -0.7784 -0.1 -0.1 0.0
H 1.6566 -3.5275 -2.2687 0.0 -0.1 -0.1
H 3.1015 -3.5657 0.2451 0.0 -0.1 0.0
H 4.5704 -1.9773 1.4542 0.1 -0.1 0.1
H 2.0358 3.4829 -0.4732 0.0 -0.2 -0.1
H 1.9929 2.5018 -1.9581 0.0 0.1 0.1
H -0.2510 2.3137 -2.6960 0.0 0.0 -0.1
H -2.5914 1.6587 -2.2746 -0.1 0.0 -0.1
H -3.6946 0.8268 1.9847 0.0 0.0 -0.1
H -5.2157 0.7260 1.0811 0.2 0.0 0.1
H -4.4954 -1.4271 0.0811 -0.1 0.0 0.0
H -4.6585 -1.4919 1.8399 -0.1 0.0 0.0
H -2.6267 -2.6983 1.0873 0.1 -0.1 0.0
H -2.0142 -1.2365 0.3165 0.1 0.0 0.0
H -2.1761 -1.3083 2.0727 0.1 0.0 0.1
```
Forces are in eV/Å.

Calculated values
Total charge   0
Kohn-Sham gap   9.0 eV
DFT total energy   -26607.749 eV
SMILES   CCCOc1ccc(Cn2c(=O)oc3ccc(C)cc32)cc1
Molecular weight   297.35 g mol⁻¹
Relative energy (zero: lowest compared OMol25 entry of this formula, charge and spin)   16.8 kcal per mole

---

(3)
Density functional theory data (ωB97M-V/def2-TZVPD) for a cluster of 2 separate species, C5H14 in total in a non-equilibrium geometry.

The geometry in XYZ format:
```
19
Properties=species:S:1:pos:R:3:forces:R:3
C -0.4800 -1.1842 2.1185 -0.5 0.0 0.9
C -0.5871 0.2934 2.5445 -0.1 -0.3 0.2
C -0.3160 -1.3763 0.6052 0.3 0.4 0.4
H 0.2905 -1.6525 2.7348 0.3 -0.1 -0.4
H -1.3944 -1.6711 2.4733 0.0 -0.1 -0.2
H -1.6171 0.6314 2.5173 -0.2 0.1 -0.4
H -1.0896 -1.9950 0.1614 -0.1 0.0 0.0
H -0.3500 -0.3766 0.1824 -0.2 0.0 -0.5
H 0.0077 0.9260 1.8956 0.2 0.2 0.0
H -0.2943 0.4521 3.5837 0.3 -0.1 -0.1
H 0.6561 -1.7836 0.3304 0.0 -0.1 0.1
C 1.3142 0.7215 -2.5833 0.1 -0.8 0.2
C -0.0152 1.4539 -2.4619 0.0 -0.4 0.3
H 1.3325 -0.3205 -2.2393 -0.6 0.1 0.1
H 1.5999 0.6125 -3.6292 0.3 0.5 0.0
H 2.0827 1.1853 -1.9800 0.4 0.3 -0.2
H 0.1193 2.5116 -2.2584 0.0 0.1 -0.1
H -0.7040 1.0500 -1.7294 0.2 -0.1 0.6
H -0.5697 1.3231 -3.3604 -0.4 0.2 -1.0
```
Forces are in eV/Å.

Calculated values
Total charge   0
Kohn-Sham gap   12.4 eV
DFT total energy   -5411.611 eV
SMILES   CCC.CC
Molecular weight   74.17 g mol⁻¹
Relative energy (zero: lowest compared OMol25 entry of this formula, charge and spin)   10.1 kcal per mole

---

(4)
Density functional theory data (ωB97M-V/def2-TZVPD) for the ion C6H7BrN4 with charge +2 in a non-equilibrium geometry.

The geometry in XYZ format:
```
18
Properties=species:S:1:pos:R:3:forces:R:3
C 1.5449 1.8570 0.1489 0.3 -2.7 -0.9
C 2.3688 -0.4870 0.0059 -4.8 -4.3 1.4
C 0.0986 0.0895 -0.3802 0.3 -1.9 -0.6
C -0.6627 -2.2270 0.3615 -0.7 4.2 -1.3
C 1.4751 0.5576 -0.6198 2.2 3.2 0.7
C -2.3824 0.5567 0.1206 0.0 1.3 -0.5
N 1.7062 2.8000 0.7496 0.1 2.1 1.2
N 1.4966 -1.5696 0.5077 7.4 3.6 -1.0
N 0.2737 -1.2737 0.2063 -5.0 -0.5 -1.1
N -0.9623 0.7561 -0.4534 -2.0 1.0 0.0
Br 4.1335 -0.4653 -0.1887 0.2 -0.3 0.5
H -0.4573 -2.9962 0.9928 1.3 -2.5 1.3
H -1.7194 -2.1480 0.0352 1.0 0.4 -0.1
H 2.0169 1.0143 -1.5213 -1.6 -1.5 -0.2
H -2.1482 0.6645 1.1841 -0.7 -0.3 0.1
H -2.9005 -0.3731 -0.1880 0.6 0.7 0.2
H -2.9716 1.4837 -0.2291 0.9 -1.6 0.5
H -0.9098 1.7606 -0.7319 0.6 -0.9 -0.2
```
Forces are in eV/Å.

Calculated values
Total charge   +2
Kohn-Sham gap (alpha / beta)   7.5 / 7.5 eV
DFT total energy   -82314.303 eV
SMILES   C=[N+]1N=C(Br)[C@H](C#N)/C1=[NH+]/C
Molecular weight   215.05 g mol⁻¹
Relative energy (zero: lowest compared OMol25 entry of this formula, charge and spin)   0.0 kcal per mole

---

(5)
Density functional theory data (ωB97M-V/def2-TZVPD) for a cluster of 2 separate species, C4H16N4 in total in a non-equilibrium geometry.

The geometry in XYZ format:
```
24
Properties=species:S:1:pos:R:3:forces:R:3
C 0.1370 0.1414 1.7475 -0.8 -0.8 -0.8
C 0.1149 -2.1619 0.8464 -0.2 0.2 0.0
N -0.2506 -0.7768 0.6058 1.0 1.2 1.1
N -1.6062 -0.5883 0.2734 0.5 0.4 -1.7
N -0.6356 -0.1867 2.9296 -0.5 -0.2 1.0
H -1.6321 -0.6286 -0.8014 -0.8 -0.5 2.5
H -2.2173 -1.1882 0.8370 0.0 0.0 -0.9
H -0.2572 0.0095 3.8516 0.6 -0.1 -0.5
H -1.5738 0.1949 2.9852 0.2 0.1 -0.7
H -0.0219 1.1775 1.4115 0.0 -0.3 -0.1
H 1.2026 -0.0137 1.9315 -0.2 0.0 0.1
H -0.1394 -2.7503 -0.0372 0.0 0.0 0.1
H 1.1913 -2.2123 0.9951 0.1 -0.1 0.1
H -0.3939 -2.5791 1.7251 0.0 -0.1 0.0
C 0.4026 0.1619 -2.5963 -0.2 0.0 0.3
C 0.9731 2.2024 -1.4549 -0.1 -0.4 0.2
N -0.0956 1.2886 -1.8307 0.0 0.4 0.3
H -0.5093 0.9905 -0.9448 0.1 -0.2 -0.6
H 0.8978 0.5297 -3.4962 0.0 0.0 0.0
H -0.4404 -0.4464 -2.9205 0.0 -0.2 0.0
H 1.1090 -0.4619 -2.0310 0.0 -0.1 -0.1
H 1.4373 2.6204 -2.3489 0.0 0.2 0.1
H 1.7513 1.6987 -0.8625 0.2 0.0 -0.1
H 0.5563 2.9789 -0.8154 0.1 0.3 -0.2
```
Forces are in eV/Å.

Calculated values
Total charge   0
Kohn-Sham gap   9.4 eV
DFT total energy   -10366.097 eV
SMILES   CN(N)CN.CNC
Molecular weight   120.20 g mol⁻¹
Relative energy (zero: lowest compared OMol25 entry of this formula, charge and spin)   43.2 kcal per mole

---

(6)
Density functional theory data (ωB97M-V/def2-TZVPD) for a cluster of 9 separate species, C23H53Br10NO5 in total in a non-equilibrium geometry.

The geometry in XYZ format:
```
92
Properties=species:S:1:pos:R:3:forces:R:3
C -4.6444 -0.7126 -0.8823 -0.3 1.3 -0.9
N -5.4965 -0.2134 0.2172 2.7 -3.9 -3.9
O -5.5886 -0.9390 1.2029 0.1 -3.2 4.1
O -5.8961 0.9153 0.1852 -1.8 6.0 -0.5
H -4.9397 -0.1470 -1.7660 -0.6 -0.3 -0.3
H -4.6511 -1.7841 -1.0819 -0.4 0.0 0.4
H -3.6006 -0.4000 -0.8511 0.3 0.0 0.7
Br -2.1395 -1.0629 1.1554 1.5 0.1 0.2
C -0.1917 -1.2184 0.6805 -0.8 -1.4 -0.5
C 0.0682 -2.6845 0.1491 0.0 1.1 0.7
Br -0.1126 -4.1021 1.5025 0.4 0.5 0.0
H 0.4348 -0.8709 1.5020 -0.2 -0.6 0.3
H 0.0175 -0.5140 -0.1246 -0.4 -0.1 -0.3
H 1.0787 -2.7583 -0.2528 0.0 -0.1 0.1
H -0.6489 -3.0161 -0.6019 0.0 0.4 0.1
Br 1.1908 0.2350 4.0895 0.2 0.0 -0.4
C 3.0126 0.4596 3.4314 1.1 -1.5 1.1
C 3.8706 -0.7945 3.9155 -0.9 1.6 -0.8
Br 5.7575 -0.2684 3.7091 -0.3 -0.2 0.2
H 3.3925 1.3370 3.9548 -0.1 0.0 -0.4
H 3.0728 0.5338 2.3456 -0.3 0.3 0.1
H 3.7330 -1.6589 3.2660 -0.1 0.1 0.2
H 3.6266 -1.0066 4.9564 0.4 -0.1 -0.2
Br -3.2417 -4.4910 -0.2049 0.0 -0.1 -0.2
C -3.6365 -4.9112 1.6572 0.0 -0.3 -0.1
C -4.6598 -3.9266 2.1428 -0.2 -0.1 -0.9
Br -4.9750 -4.2656 3.9895 0.0 0.0 1.0
H -2.7051 -4.8899 2.2230 -0.1 0.1 -0.2
H -4.0594 -5.9155 1.6324 0.2 0.0 0.1
H -5.6141 -4.1574 1.6693 0.1 0.5 -0.1
H -4.3674 -2.8911 1.9685 -0.3 0.0 0.2
Br 2.8443 -6.9006 4.4858 0.3 0.2 -0.1
C 0.9695 -6.8713 3.8978 1.1 -1.4 -0.3
C 0.1642 -7.0047 5.1586 -0.5 1.5 -1.0
Br -1.6850 -6.5935 4.3995 0.8 -0.6 1.1
H 0.9088 -7.7970 3.3256 -0.2 0.1 0.0
H 0.8527 -6.0640 3.1749 -0.2 0.3 0.8
H 0.4313 -6.2224 5.8691 -0.5 0.1 -0.1
H 0.3681 -7.9532 5.6555 -0.8 -0.2 -0.3
Br 1.6475 0.4771 -6.5326 0.1 -0.8 0.4
C 1.3733 -0.5562 -4.8429 0.0 1.3 0.2
C 0.0707 -1.3166 -4.9192 0.2 0.0 0.7
Br -0.2973 -1.9406 -3.0581 0.1 0.2 -0.8
H 1.3205 0.2804 -4.1462 -0.6 0.0 0.0
H 2.2660 -1.0677 -4.4831 -0.1 -0.5 -0.9
H 0.0699 -2.1991 -5.5590 0.1 0.2 0.1
H -0.7494 -0.6445 -5.1719 0.1 -0.2 0.0
C -0.5057 2.5993 1.5208 0.5 0.1 0.3
C -1.6501 3.6025 1.5581 0.2 -0.5 -0.8
O -2.5370 3.1822 0.4998 -0.3 0.9 0.7
C -3.1384 4.2823 -0.1875 -1.6 -0.8 -0.6
C -4.3854 3.8267 -1.0813 1.0 0.8 0.6
H -0.2689 2.4050 0.4748 0.2 0.1 0.0
H 0.3811 2.9637 2.0394 0.2 0.3 -0.1
H -0.6742 1.6329 1.9960 -0.7 0.1 -0.1
H -2.0623 3.7224 2.5601 -0.8 -0.7 0.0
H -1.3306 4.6301 1.3848 0.6 0.1 -0.6
H -3.4392 5.0614 0.5129 -0.2 0.0 0.2
H -2.4039 4.7451 -0.8466 0.3 0.0 -0.2
H -4.7789 4.6840 -1.6274 0.4 0.5 -0.1
H -5.2782 3.4822 -0.5594 0.6 -0.7 0.4
H -4.0544 3.1342 -1.8552 -0.1 -0.3 0.3
C 3.1556 -0.2619 -1.0830 -0.6 -0.2 0.5
C 4.1741 0.6250 -0.4127 0.5 1.8 -1.3
O 3.6024 1.9510 -0.1070 -0.3 -3.2 0.5
C 4.4803 2.8273 0.5222 0.1 1.4 -0.4
C 3.5798 4.0092 0.8843 -0.1 -0.3 -0.6
H 3.6019 -1.0723 -1.6594 0.3 0.0 0.1
H 2.5154 -0.7211 -0.3298 -0.1 -0.1 0.0
H 2.4888 0.2652 -1.7654 0.1 0.3 0.1
H 4.7463 0.1346 0.3748 -0.6 0.2 0.8
H 4.9706 0.8517 -1.1213 0.2 0.0 -0.4
H 5.0794 2.4453 1.3488 -0.3 -0.5 0.3
H 5.2002 3.1300 -0.2383 0.4 0.3 -0.1
H 2.9355 4.0981 0.0097 0.0 0.3 -0.1
H 4.0937 4.9630 1.0041 0.0 -0.2 0.4
H 2.8798 3.7558 1.6804 0.3 0.2 0.3
C -1.5238 1.7148 -3.7673 -0.7 0.2 0.1
C -0.5405 2.3172 -2.8085 0.8 0.4 -0.6
O 0.6345 2.5773 -3.6279 -0.1 0.0 1.0
C 1.6957 3.1447 -2.8831 0.3 0.5 0.5
C 3.0537 2.8116 -3.5030 -1.1 0.2 -0.3
H -2.1150 0.9498 -3.2638 0.0 -0.2 -0.4
H -2.1973 2.5064 -4.0955 -0.2 -0.1 0.0
H -1.0228 1.4154 -4.6878 0.1 -0.5 0.3
H -1.0117 3.1966 -2.3695 0.4 0.7 -0.2
H -0.2625 1.7594 -1.9143 0.1 -0.7 -0.2
H 1.5105 4.2125 -2.7664 0.2 0.4 -0.2
H 1.7113 2.7636 -1.8621 -0.2 -0.3 0.2
H 3.0656 1.7230 -3.4500 0.7 0.0 -0.3
H 3.9035 3.2738 -3.0007 -0.2 -0.2 0.4
H 3.0785 3.1721 -4.5313 0.0 -0.3 -0.2
```
Forces are in eV/Å.

Calculated values
2S+1   2
Total charge   -1
Kohn-Sham gap (alpha / beta)   2.0 / 6.0 eV
DFT total energy   -736857.976 eV
Expectation value of S²   0.753
Molecular weight   1222.72 g mol⁻¹